[1]
A structure of composition C22H28N4O3S2Y at a distorted geometry. Source: OMol25; level of theory: ωB97M-V/def2-TZVPD.

The geometry in XYZ format:
```
60
Properties=species:S:1:pos:R:3:forces:R:3
Y 1.17331 1.99403 1.16045 -0.5 0.1 0.2
C -3.83393 -5.78255 -2.63466 2.0 0.5 -0.7
O -3.34271 -4.56553 -2.04320 -0.4 -0.3 0.1
C -3.56436 -4.38504 -0.71039 -0.3 -0.3 -0.3
C -4.33613 -5.21300 0.10220 0.1 -0.3 0.1
C -4.50818 -4.89386 1.44324 -0.6 -0.1 0.8
C -3.91450 -3.74359 1.97097 0.4 -0.2 0.2
C -3.07428 -2.98163 1.18008 0.0 0.2 -0.4
C -2.93998 -3.26732 -0.17922 0.1 0.2 1.2
N -2.11867 -2.54704 -1.06030 0.6 0.9 -0.1
C -1.36626 -1.48524 -0.84774 -0.2 -0.9 -0.1
C -0.51483 -0.92141 -1.82925 -0.5 -0.1 0.4
C -0.60049 -1.23345 -3.22096 0.4 0.0 -0.3
C 0.24269 -0.63000 -4.10049 0.8 1.0 -0.5
C 1.22614 0.30572 -3.61883 -0.5 -0.5 0.4
C 1.32387 0.61461 -2.29166 -0.5 0.2 0.8
C 0.40638 0.04690 -1.33755 0.3 0.2 -1.4
O 0.40225 0.43520 -0.10860 0.0 -0.1 0.3
H -4.85913 -5.92675 -2.44293 -1.2 -0.3 0.5
H -3.17158 -6.60580 -2.30969 -0.6 0.1 -0.1
H -3.71483 -5.61972 -3.70942 0.0 -0.2 0.2
H -4.74578 -6.14323 -0.28631 0.0 0.3 0.1
H -5.12250 -5.54957 2.10697 0.6 0.6 -0.8
H -3.97935 -3.43959 3.01698 -0.3 -0.4 -0.3
H -2.50128 -2.18446 1.64813 -0.2 0.0 -0.2
H -2.09857 -2.97382 -1.97393 0.1 0.0 -0.3
H -1.34698 -1.07690 0.16436 0.0 -0.1 -0.3
H -1.32055 -1.92726 -3.65898 0.0 0.1 0.5
H 0.17093 -0.74278 -5.19353 -0.1 -0.3 0.7
H 1.91053 0.81233 -4.27983 0.0 -0.1 -0.4
H 2.01792 1.37534 -1.90972 0.0 -0.4 -0.3
C 2.83224 4.92583 -0.32643 0.1 -0.1 -0.1
C 3.47985 3.58128 -0.51100 0.1 -1.0 0.1
C 4.50577 3.15335 -1.34451 -0.9 -0.2 1.3
C 4.79974 1.80555 -0.98010 -0.3 -0.2 -0.1
C 3.93065 1.41768 0.01283 -0.3 1.3 -0.7
C 3.70310 0.10535 0.66376 0.5 -0.8 -0.7
N 3.09426 2.50109 0.31837 1.0 0.5 -0.7
H 3.53611 5.72427 -0.20924 0.8 0.4 -0.1
H 2.28160 4.98723 0.59467 -0.4 -0.3 0.6
H 2.16421 5.25890 -1.11438 -0.1 -0.2 -0.4
H 5.02399 3.73670 -2.06664 0.3 0.4 -0.4
H 5.56117 1.18590 -1.42275 0.1 -0.1 0.0
H 4.62293 -0.50221 0.62243 -0.4 0.2 0.1
H 2.90915 -0.51536 0.21730 0.1 0.2 -0.2
H 3.44695 0.23599 1.69032 -0.1 0.0 1.2
N -1.38716 3.23396 -0.22230 -0.8 -0.7 1.0
N -0.02633 3.61939 -0.35308 0.0 -0.1 -0.2
H -2.05686 3.73094 -0.80501 0.4 0.2 0.0
H -1.65984 3.35195 0.76619 0.2 0.0 -0.8
H 0.07707 4.61471 -0.17610 0.4 0.0 -0.3
H 0.29041 3.37433 -1.30060 -0.1 0.4 0.5
C 1.00009 2.18138 6.47367 0.4 -0.2 -0.3
O 0.72478 3.07889 5.38449 -0.4 0.2 -0.5
C 0.68000 2.64657 4.14466 0.1 0.3 0.3
S 1.04935 1.04464 3.75910 0.1 -0.4 -0.1
S 0.26122 3.81440 2.96759 -0.1 0.2 0.2
H 0.33045 1.31051 6.43030 0.2 0.4 0.2
H 0.88705 2.79292 7.36444 -0.2 -0.2 0.0
H 2.03891 1.85929 6.37581 -0.1 -0.1 0.1
```
Positions in Å, forces in eV/Å.

Computed properties:
HOMO level = -9.680 eV
Energy above the lowest of the compared OMol25 structures with the same formula, charge and spin = 0.0 kJ/mol
Molecular weight = 549.53 g/mol
HOMO-LUMO gap = 0.21630 hartree
Total charge = +1
Energy = -2134.45798 hartree

=====

[2]
The molecule C22H28N6O3 at a distorted geometry. Source: OMol25; level of theory: ωB97M-V/def2-TZVPD.

The geometry in XYZ format:
```
59
Properties=species:S:1:pos:R:3:forces:R:3
C 0.85087 -1.89552 2.50151 0.0 0.0 0.0
C 1.63510 -0.90093 2.88303 0.0 0.0 0.1
C 2.43750 -0.90560 4.14215 0.0 -0.1 0.0
H 2.27929 -1.82057 4.70569 0.0 0.0 0.1
H 2.16867 -0.05329 4.76564 0.0 0.1 0.1
H 3.49386 -0.81375 3.89033 0.1 0.0 0.1
C 1.79503 0.34421 2.02962 -0.2 -0.1 0.4
N 2.04071 -0.00047 0.64956 0.0 0.2 -0.6
C 1.17414 -0.17374 -0.38211 0.4 -0.1 0.1
N 1.71989 -0.80179 -1.41716 -0.1 -0.1 -0.3
C 2.99262 -1.05094 -1.04157 -0.1 0.5 1.4
C 3.23548 -0.56952 0.23237 0.1 -0.3 -0.8
C 4.50663 -0.68611 0.86330 -0.3 0.0 -0.2
O 4.83296 -0.29172 1.97056 0.0 0.1 0.2
N 5.42717 -1.34508 0.03909 0.2 0.0 0.2
C 5.21813 -1.83565 -1.24099 -0.1 0.0 -0.2
O 6.09540 -2.38281 -1.87610 0.1 -0.2 -0.2
N 3.95775 -1.66689 -1.77216 0.0 0.0 -0.1
C 3.68227 -2.16146 -3.10349 0.1 -0.1 -0.3
H 4.52429 -1.92542 -3.75292 -0.1 0.0 0.0
H 3.54910 -3.24452 -3.08536 0.0 0.0 -0.1
H 2.77144 -1.68238 -3.45230 0.0 0.0 0.0
C 6.75420 -1.51997 0.60600 0.3 0.0 0.1
H 6.68775 -2.12752 1.50870 0.0 0.1 0.0
H 7.37908 -2.00940 -0.13599 -0.1 0.1 0.1
H 7.16613 -0.54668 0.87217 0.0 -0.1 0.0
N -0.14401 0.18983 -0.33157 -0.1 0.0 0.1
C -1.01510 -0.41119 -1.32542 -0.3 -0.3 0.1
H -0.69421 -1.43837 -1.49487 -0.1 0.0 0.0
H -0.96332 0.13458 -2.27675 0.0 0.0 0.0
C -2.43930 -0.37034 -0.77716 0.2 -0.1 -0.2
N -2.82728 1.00298 -0.51642 0.3 0.1 -0.1
C -4.19750 1.28689 -0.44916 -0.3 0.2 0.1
C -4.78800 1.93566 0.63040 0.3 -0.2 -0.1
C -6.13818 2.24998 0.63438 -0.5 0.1 -0.1
C -6.94049 1.91024 -0.44453 0.1 0.0 0.0
C -6.35629 1.26172 -1.53380 -0.1 0.0 0.1
C -5.01411 0.96334 -1.53795 -0.1 0.0 0.1
H -4.58439 0.48485 -2.40454 0.1 0.0 -0.1
H -6.98190 1.00947 -2.37529 -0.1 0.0 -0.1
O -8.28038 2.16038 -0.54330 0.2 -0.2 -0.2
C -8.91923 2.80074 0.53195 -0.1 0.1 0.2
H -8.84860 2.21102 1.45225 0.0 0.0 0.0
H -9.96536 2.89066 0.24323 0.1 0.0 0.1
H -8.50703 3.79991 0.70934 0.0 0.0 0.0
H -6.54660 2.75345 1.49674 -0.1 0.0 0.1
H -4.20411 2.19980 1.49836 0.1 0.0 0.1
C -1.93917 1.62229 0.44096 0.2 0.2 -0.1
H -2.23285 2.66431 0.57732 0.0 0.0 0.0
C -0.51657 1.57740 -0.11850 -0.1 0.3 0.3
H 0.17959 2.06467 0.56285 0.0 0.0 0.0
H -0.49736 2.12084 -1.07563 0.0 0.0 0.1
H -1.95669 1.10800 1.41724 0.0 0.1 0.0
H -3.12455 -0.81715 -1.49526 0.0 0.0 0.0
H -2.47504 -0.96312 0.15304 0.0 0.0 -0.1
H 0.89179 0.95194 2.10146 0.1 0.0 0.0
H 2.65249 0.92015 2.38575 -0.2 0.0 -0.1
H 0.29695 -1.86349 1.57760 -0.1 0.1 -0.2
H 0.73865 -2.78618 3.09492 0.0 -0.2 0.2
```
Positions in Å, forces in eV/Å.

Computed properties:
HOMO level = -7.765 eV
Energy above the lowest of the compared OMol25 structures with the same formula, charge and spin = 203.7 kJ/mol
Structure (SMILES) = C=C(C)Cn1c(N2CCN(c3ccc(OC)cc3)CC2)nc2c1c(=O)n(C)c(=O)n2C
Molecular weight = 424.50 g/mol
HOMO-LUMO gap = 0.30711 hartree
Energy = -1409.42537 hartree

=====

[3]
A structure of composition C22H28N8O2RhS at a distorted geometry. Source: OMol25; level of theory: ωB97M-V/def2-TZVPD.

The geometry in XYZ format:
```
62
Properties=species:S:1:pos:R:3:forces:R:3
Rh 0.67806 0.29209 0.37848 0.5 2.5 -2.3
O 2.69146 0.60639 1.25068 -2.6 -0.7 0.7
C 3.68356 1.13039 0.63528 1.3 0.9 -1.5
C 5.00406 0.73909 0.99368 -0.5 -0.3 -0.1
C 6.10116 1.22219 0.33758 -0.1 0.2 -0.2
C 5.95676 2.13239 -0.72102 0.0 0.0 0.0
C 4.70946 2.57169 -1.07442 0.0 -0.1 0.1
C 3.54876 2.11429 -0.41862 0.3 -0.8 0.9
C 2.30786 2.70149 -0.75642 -0.3 0.1 0.4
N 1.16196 2.39619 -0.21052 0.3 -3.0 -0.6
N 0.11736 3.15999 -0.37122 -1.0 1.4 0.7
C -1.03134 2.72909 0.15708 1.5 0.7 -1.3
O -1.13504 1.58599 0.66988 0.8 -2.1 1.1
C -2.16804 3.65269 0.08338 -0.4 0.1 -0.1
C -1.94214 5.00209 -0.18582 0.0 -0.2 0.0
C -3.00794 5.87499 -0.26532 -0.1 0.0 0.0
C -4.30544 5.41139 -0.09962 0.1 0.0 0.0
C -4.53474 4.06809 0.15998 -0.1 0.0 0.0
C -3.47264 3.19069 0.26478 0.3 0.0 0.0
H 5.11636 0.04439 1.81248 0.0 -0.1 0.1
H 7.08926 0.90059 0.62998 0.1 0.0 0.1
H 6.83216 2.49069 -1.23712 0.1 0.1 -0.1
H 4.59526 3.29439 -1.86842 0.0 0.1 -0.1
H 2.32046 3.52339 -1.47432 -0.2 0.0 0.2
H -0.92704 5.33999 -0.32212 0.0 0.1 0.0
H -2.83144 6.92029 -0.45872 0.0 0.1 0.0
H -5.13824 6.09549 -0.17212 0.0 0.0 0.0
H -5.54524 3.70809 0.27768 -0.1 0.0 0.0
H -3.64464 2.14349 0.46718 0.0 0.0 0.0
C 2.87126 -4.69201 -0.23142 0.1 -0.1 0.3
N 2.59916 -3.47201 -0.95992 0.0 0.3 0.0
C 2.38206 -2.27851 -0.40822 0.2 -0.6 0.4
N 2.46566 -2.11501 0.91718 0.1 -0.3 -0.2
S 1.94196 -0.99121 -1.42792 -0.9 1.4 1.1
H 3.04696 -5.48951 -0.94632 0.0 0.0 0.0
H 2.01976 -4.97521 0.39368 0.0 0.0 0.0
H 3.75916 -4.58841 0.39618 0.0 0.0 -0.1
H 2.49526 -3.52591 -1.96162 -0.1 0.0 0.1
H 2.82446 -2.85381 1.50078 0.0 -0.1 0.0
H 2.55076 -1.15341 1.26778 0.1 -0.1 0.0
C -0.90144 -2.62441 -0.65942 0.2 -0.4 -0.3
N -1.10664 -1.34691 0.05238 1.1 0.7 0.6
C -1.44284 -1.66381 1.45808 -0.3 -0.2 0.5
N -2.61924 -2.50831 1.54428 0.0 0.0 0.5
C -2.37254 -3.74631 0.81768 0.0 -0.1 0.1
N -2.07014 -3.47511 -0.58302 0.2 -0.4 -0.2
C -3.21624 -2.78681 -1.16872 0.0 0.0 -0.1
N -3.46474 -1.53411 -0.47362 -0.3 0.2 -0.3
C -2.28914 -0.70121 -0.56712 -0.5 0.6 -0.2
C -3.74274 -1.81001 0.92918 -0.1 0.0 0.1
H -0.06154 -3.16011 -0.20682 0.0 0.1 0.0
H -0.67574 -2.41091 -1.70912 0.0 0.0 0.2
H -1.63194 -0.73021 1.99948 0.1 -0.1 -0.1
H -0.59684 -2.19231 1.91428 0.0 0.1 -0.1
H -3.25924 -4.38051 0.86948 0.1 0.0 0.1
H -1.52974 -4.26981 1.27848 -0.1 0.0 0.0
H -4.09634 -3.42901 -1.09052 0.1 0.0 -0.1
H -3.01384 -2.57641 -2.22162 0.0 -0.1 0.0
H -2.48704 0.23969 -0.05192 0.1 -0.2 -0.2
H -2.06554 -0.50491 -1.61962 0.1 0.0 0.1
H -4.63994 -2.42751 1.00578 0.0 0.1 0.0
H -3.90324 -0.86781 1.45998 -0.1 -0.1 0.0
```
Positions in Å, forces in eV/Å.

Computed properties:
HOMO level (spin up / spin down) = -10.386 / -10.418 eV
Energy above the lowest of the compared OMol25 structures with the same formula, charge and spin = 365.0 kJ/mol
Molecular weight = 571.49 g/mol
HOMO-LUMO gap (spin up / spin down) = 0.19168 / 0.19461 hartree
Total charge = +1
Energy = -1952.10893 hartree

=====

Among the records above, which one has the lowest energy above the lowest of the compared OMol25 structures with the same formula, charge and spin? C22H28N4O3S2Y